# H35O18

A 18-piece molecular cluster, H35O18 overall at a distorted geometry (ωB97M-V/def2-TZVPD, the OMol25 dataset).

Each line ends with the Mulliken charge.
Atoms and positions in Å:
O: -2.297 -0.626 -1.988  -0.664
H: -5.150 -1.160 -0.688  0.274
H: 0.860 5.343 1.297  0.244
O: 1.074 -0.892 -2.524  -0.520
H: 0.760 -1.040 -1.660  0.271
O: -1.127 -3.503 5.089  -0.638
H: -1.682 -3.528 4.318  0.326
H: -0.677 -2.650 5.066  0.326
O: -3.976 2.760 -0.448  -0.566
H: 1.741 2.473 5.366  0.312
H: -3.726 3.613 -0.817  0.307
O: 1.446 1.283 0.170  -0.933
H: 1.080 0.883 0.955  0.286
H: -2.329 -0.258 -2.872  0.272
O: 0.907 1.640 -3.467  -0.726
H: 0.208 1.250 -2.864  0.461
H: 1.245 2.349 -2.917  0.263
O: -4.851 -0.767 -1.493  -0.672
H: -2.959 -4.476 -2.340  0.289
H: -3.883 -0.556 -1.542  0.482
O: -0.455 1.333 -1.359  -0.762
H: 1.899 -3.470 0.359  0.269
H: -2.626 -2.964 -2.218  0.357
O: 2.975 3.479 0.248  -0.713
H: 3.826 3.783 0.560  0.314
H: 2.691 2.547 0.314  0.462
O: 4.614 -3.995 0.286  -0.653
H: 4.005 -3.755 -0.429  0.328
H: 5.285 -3.354 0.041  0.314
O: -2.407 -3.839 -1.866  -0.621
H: -1.885 -4.137 2.359  0.316
H: -0.891 2.183 -1.466  0.065
O: -2.108 -4.996 2.745  -0.675
H: -1.221 -5.281 2.993  0.343
H: -4.805 2.988 -0.012  0.278
O: -0.855 -0.934 -5.259  -0.631
H: 0.437 -0.379 -3.007  0.194
H: -0.013 -1.071 -4.853  0.302
O: 1.799 5.456 1.378  -0.691
H: 0.646 1.185 -0.624  0.256
H: 2.300 4.719 0.933  0.462
O: 1.330 2.225 4.541  -0.634
H: -1.634 -0.155 -1.439  0.275
H: 1.493 2.977 3.955  0.324
O: 1.868 -4.433 0.552  -0.658
H: -0.780 -0.121 -5.740  0.309
H: 2.744 -4.310 0.930  0.399
O: 3.320 0.633 1.972  -0.659
H: 2.705 0.368 1.245  0.400
H: 2.686 1.240 2.358  0.322
O: -1.340 4.696 1.300  -0.637
H: -0.404 4.656 1.482  0.325
H: -1.593 3.894 0.827  0.325

**F_max**: 0.045 hartree/bohr
**E**: -37424.196 eV
**Total charge**: -1
**E_LUMO**: 2.1710 eV

***

# C47H70ClF6N15O3PS

A 15-piece molecular cluster, C47H70ClF6N15O3PS overall at a distorted geometry (ωB97M-V/def2-TZVPD, the OMol25 dataset).

Each line ends with the Mulliken charge.
Atoms and positions in Å:
C: -4.793 -2.624 -3.113  -0.052
C: -5.995 -2.302 -2.246  0.063
O: -5.636 -2.349 -0.860  -0.440
C: -5.247 -1.142 -0.295  -1.037
C: -3.728 -1.045 -0.239  0.154
C: -3.044 -2.248 -0.282  -0.946
C: -1.671 -2.274 -0.258  -0.021
C: -0.964 -3.594 -0.337  -0.962
C: -1.701 -4.738 0.339  -0.650
F: -2.050 -4.439 1.639  -0.361
C: -0.959 -1.033 -0.167  -0.190
P: 0.906 -1.088 -0.068  0.574
C: 1.567 -1.849 -1.598  -0.329
C: 3.105 -1.806 -1.482  -1.304
C: 1.388 -2.095 1.405  -0.934
C: 0.296 -2.337 2.465  -1.556
C: -1.691 0.142 -0.152  0.626
S: -0.874 1.780 -0.181  0.882
O: 0.475 1.715 -0.631  -0.475
O: -1.691 2.675 -0.950  -0.545
C: -0.870 2.481 1.569  0.684
F: -1.842 1.862 2.272  -0.221
F: -1.171 3.763 1.460  -0.237
C: 0.468 2.274 2.314  0.546
F: 0.745 0.980 2.361  -0.107
F: 0.298 2.720 3.563  -0.262
F: 1.449 2.955 1.760  -0.150
N: -3.076 0.119 -0.151  0.829
C: -3.929 1.320 -0.075  -2.162
C: -4.378 1.907 -1.445  0.143
C: -5.890 2.173 -1.540  -1.161
Cl: -3.798 0.933 -2.826  -0.074
H: -4.093 -1.794 -3.022  -0.181
H: -5.066 -2.760 -4.153  0.574
H: -4.316 -3.511 -2.710  -0.257
H: -6.781 -3.046 -2.362  0.438
H: -6.428 -1.342 -2.526  -0.180
H: -5.704 -0.278 -0.774  0.392
H: -5.579 -1.148 0.750  0.222
H: -3.600 -3.165 -0.328  1.019
H: 0.059 -3.540 0.010  -0.153
H: -0.922 -3.875 -1.394  0.597
H: -2.593 -4.963 -0.244  0.324
H: -1.088 -5.635 0.287  0.370
H: 1.279 -1.213 -2.430  0.472
H: 1.238 -2.873 -1.769  0.297
H: 3.568 -1.659 -2.451  0.383
H: 3.381 -0.945 -0.869  0.360
H: 3.493 -2.679 -0.968  0.340
H: 2.213 -1.586 1.893  0.727
H: 1.810 -3.036 1.047  0.772
H: 0.481 -1.771 3.372  0.368
H: -0.721 -2.185 2.114  0.489
H: 0.354 -3.379 2.770  0.346
H: -3.399 2.117 0.423  0.339
H: -4.777 1.111 0.566  0.874
H: -3.881 2.860 -1.542  0.759
H: -6.050 3.197 -1.855  0.351
H: -6.397 1.953 -0.604  0.361
H: -6.322 1.523 -2.301  0.232
C: 1.487 5.010 -1.718  -0.459
C: 2.591 5.145 -2.653  0.487
N: 3.461 5.247 -3.393  -0.436
H: 0.555 4.777 -2.232  0.397
H: 1.670 4.212 -0.999  -0.076
H: 1.329 5.929 -1.155  0.076
C: 4.240 4.899 0.298  0.092
C: 5.531 5.438 0.683  0.041
N: 6.551 5.862 0.993  -0.410
H: 3.427 5.497 0.701  0.044
H: 4.125 4.878 -0.784  -0.051
H: 4.116 3.877 0.660  0.301
C: -3.224 0.479 5.006  -0.658
C: -4.144 -0.154 4.077  0.491
N: -4.858 -0.640 3.322  -0.442
H: -2.430 0.979 4.456  -0.007
H: -3.735 1.224 5.613  0.320
H: -2.764 -0.244 5.677  0.313
C: 4.990 -2.319 3.933  -0.934
C: 3.860 -3.234 3.925  0.474
N: 2.976 -3.966 3.921  -0.449
H: 5.597 -2.470 4.824  0.353
H: 5.623 -2.484 3.063  0.270
H: 4.650 -1.284 3.922  0.324
C: 4.807 -7.486 3.449  -0.484
C: 5.949 -6.602 3.614  0.375
N: 6.827 -5.876 3.750  -0.414
H: 3.895 -6.913 3.285  0.203
H: 4.944 -8.152 2.598  0.280
H: 4.658 -8.104 4.333  0.021
C: 6.401 8.485 2.790  -0.449
C: 6.151 9.821 3.307  0.337
N: 5.954 10.878 3.711  -0.457
H: 7.456 8.228 2.857  0.299
H: 5.839 7.738 3.349  0.262
H: 6.107 8.409 1.745  -0.006
C: -2.995 0.077 -6.444  -0.736
C: -3.895 -1.058 -6.310  0.492
N: -4.605 -1.953 -6.205  -0.508
H: -2.319 0.136 -5.592  0.164
H: -2.395 -0.015 -7.348  0.354
H: -3.557 1.008 -6.499  0.244
C: 4.745 11.987 0.524  -0.707
C: 4.976 10.646 0.010  0.375
N: 5.161 9.587 -0.394  -0.400
H: 4.945 12.028 1.595  0.207
H: 5.394 12.708 0.031  0.270
H: 3.713 12.293 0.357  0.253
C: 5.552 -9.817 7.356  -0.806
C: 4.577 -10.285 6.382  0.356
N: 3.809 -10.652 5.612  -0.387
H: 6.412 -9.373 6.857  0.277
H: 5.112 -9.067 8.011  0.266
H: 5.905 -10.643 7.971  0.313
C: -8.619 -1.020 -5.380  -0.946
C: -8.233 -0.177 -4.260  0.433
N: -7.922 0.483 -3.374  -0.470
H: -7.785 -1.143 -6.070  0.249
H: -8.922 -2.006 -5.030  0.272
H: -9.453 -0.579 -5.922  0.357
C: -4.885 -6.828 -3.503  -1.031
C: -3.706 -6.068 -3.122  0.554
N: -2.776 -5.468 -2.821  -0.428
H: -5.466 -6.283 -4.245  0.290
H: -4.600 -7.788 -3.930  0.353
H: -5.519 -7.012 -2.638  0.290
C: 5.978 5.732 -5.580  -0.600
C: 7.172 5.025 -6.017  0.289
N: 8.110 4.460 -6.359  -0.361
H: 6.232 6.541 -4.897  0.253
H: 5.450 6.161 -6.431  0.269
H: 5.294 5.065 -5.062  0.183
C: -1.157 -8.953 1.750  -0.753
C: -0.061 -8.773 0.811  0.366
N: 0.795 -8.609 0.066  -0.406
H: -2.083 -9.195 1.229  0.265
H: -0.955 -9.759 2.452  0.315
H: -1.330 -8.044 2.326  0.233
C: 0.175 8.627 1.139  -0.996
C: 1.363 7.900 0.718  0.487
N: 2.310 7.348 0.378  -0.381
H: 0.444 9.443 1.808  0.343
H: -0.341 9.049 0.278  0.300
H: -0.515 7.969 1.664  0.253

**F_max**: 0.045 hartree/bohr
**E**: -127307.629 eV
**Total charge**: +1
**E_LUMO**: -3.9784 eV

***

Calculated energy relative to the best compared isomer or geometry (same formula, charge and spin) in order - 39.2; 0.0 kcal per mole